(1)
ORCA calculation (ωB97M-V with the def2-TZVPD basis set) on a cluster of 2 separate species, C5H14NO2 in total at a distorted geometry.

```
! RIJCOSX wB97M-V def2-TZVPD def2/J DEFGRID3
* xyz 1 1
C 0.357 0.503 1.933
C -1.299 -2.396 -0.479
C -1.402 1.634 -1.127
C 2.382 0.954 0.046
C 0.075 0.954 0.602
N -0.220 -1.457 -0.542
O -1.104 1.320 0.273
O 0.974 1.119 -0.325
H 1.080 -0.321 1.981
H 0.829 1.213 2.502
H -0.665 0.069 2.389
H -2.345 -1.953 -0.471
H -1.444 -3.076 -1.391
H -1.144 -3.011 0.423
H -1.852 0.762 -1.703
H -0.509 1.675 -1.706
H -2.068 2.542 -0.940
H 2.455 0.050 0.719
H 2.681 1.802 0.607
H 2.794 0.871 -0.945
H 0.600 -2.117 -0.364
H -0.175 -1.135 -1.484
*
```

Frontier orbital gap = 10.004 eV
Relative energy (zero: lowest compared OMol25 entry of this formula, charge and spin) = 324.6 kJ/mol
DFT total energy = -403.81772 Eh

Electronic structure analysis, Löwdin charges in units of e: 0.05 -0.20 0.04 0.06 -0.42 -0.06 0.04 -0.02 0.10 0.09 0.19 0.09 0.10 0.08 0.12 0.08 0.15 0.11 0.10 0.11 0.13 0.06


(2)
ORCA calculation (ωB97M-V with the def2-TZVPD basis set) on a cluster of 2 separate species, C5H14NO2P in total at a distorted geometry.

```
! RIJCOSX wB97M-V def2-TZVPD def2/J DEFGRID3
* xyz 0 1
C 1.512 -1.749 0.426
C 2.840 0.253 -0.462
C 0.415 0.606 0.433
C 1.434 -0.361 -0.257
C -0.828 0.573 -0.377
N -2.240 1.735 0.508
O -3.487 -0.030 -1.080
O -2.389 -1.091 1.113
P -2.246 -0.657 -0.269
H 1.890 -1.681 1.474
H 0.464 -2.214 0.578
H 2.131 -2.395 -0.364
H 2.877 1.049 -1.094
H 3.449 -0.602 -0.723
H 3.042 0.546 0.532
H 0.180 0.417 1.525
H 0.905 1.559 0.615
H 0.948 -0.585 -1.158
H -0.990 1.096 -1.301
H -1.806 2.665 0.254
H -3.764 0.858 -0.703
H -2.146 1.646 1.490
H -2.191 -1.636 -1.160
*
```

Frontier orbital gap = 10.407 eV
Relative energy (zero: lowest compared OMol25 entry of this formula, charge and spin) = 153.3 kJ/mol
DFT total energy = -745.43966 Eh

Electronic structure analysis, Löwdin charges in units of e: -0.08 -0.04 -0.22 -0.44 -0.17 -0.02 -0.24 -0.35 0.52 0.08 0.09 0.12 0.05 0.08 0.07 0.14 0.11 0.09 0.08 0.05 0.08 0.00 0.02


(3)
ORCA calculation (ωB97M-V with the def2-TZVPD basis set) on a cluster of 3 separate species, C5H14NO4 in total at a distorted geometry.

```
! RIJCOSX wB97M-V def2-TZVPD def2/J DEFGRID3
* xyz -1 1
C -2.410 0.396 -1.409
C -1.449 -0.413 -0.495
N -0.374 0.268 -0.133
C 0.378 -1.032 1.895
C 0.700 -0.477 0.512
C 1.135 -1.693 -0.341
O 1.608 -1.303 -1.612
O -1.755 -1.601 -0.256
H -1.751 0.974 -2.050
H -3.194 0.966 -0.906
H -2.968 -0.351 -1.976
H 1.137 -0.528 -1.911
H -0.304 -1.879 1.914
H -0.171 -0.271 2.461
H 1.281 -1.156 2.505
H 1.524 0.234 0.484
H 1.943 -2.276 0.122
H 0.290 -2.387 -0.379
H -0.837 2.033 0.784
H -2.324 2.499 0.978
O -1.414 2.814 0.961
H 2.517 2.303 -0.728
H 3.130 1.008 -0.043
O 3.306 1.873 -0.378
*
```

Frontier orbital gap = 7.994 eV
Relative energy (zero: lowest compared OMol25 entry of this formula, charge and spin) = 148.9 kJ/mol
DFT total energy = -554.67134 Eh

Electronic structure analysis, Löwdin charges in units of e: -0.05 -0.64 0.00 -0.08 -0.41 -0.26 -0.08 -0.08 0.06 0.05 0.05 0.06 0.07 0.07 0.07 0.09 0.11 0.10 0.00 0.01 -0.12 0.04 -0.01 -0.06


(4)
ORCA calculation (ωB97M-V with the def2-TZVPD basis set) on a structure of composition C5H14NO4 at a distorted geometry.

```
! RIJCOSX wB97M-V def2-TZVPD def2/J DEFGRID3
* xyz -1 1
O -2.365 -1.127 -0.840
C -1.172 -1.106 -0.545
N -0.660 -0.306 0.411
C -1.348 0.768 1.195
O -0.500 1.417 2.071
C -0.147 -1.919 -1.377
C 1.063 -1.024 -1.746
C 0.634 0.178 -2.572
H 0.187 -0.597 0.880
H -1.640 1.509 0.424
H -2.294 0.404 1.617
H 0.195 -2.812 -0.849
H -0.673 -2.278 -2.262
H 1.809 -1.569 -2.335
H 1.491 -0.736 -0.789
H 0.068 0.889 -1.971
H 1.486 0.768 -2.927
H 0.089 -0.102 -3.477
H 0.421 0.735 2.411
H 2.174 0.749 2.828
O 1.529 0.152 2.450
H 2.312 1.594 1.124
H 1.125 2.245 1.025
O 1.957 2.247 0.502
*
```

Frontier orbital gap = 8.804 eV
Relative energy (zero: lowest compared OMol25 entry of this formula, charge and spin) = 116.5 kJ/mol
DFT total energy = -554.68367 Eh

Electronic structure analysis, Löwdin charges in units of e: 0.01 -0.52 0.09 -0.31 -0.22 -0.12 -0.25 -0.11 0.10 0.11 0.10 0.10 0.10 0.10 0.09 0.07 0.07 0.07 -0.01 -0.05 -0.31 -0.01 0.01 -0.11


no.,highest occupied orbital energy (hartree)
1,-0.4953
2,-0.3646
3,-0.1560
4,-0.1865